(1)
{
  "formula": "C23H26FN3O4S",
  "method": "ωB97M-V/def2-TZVPD",
  "species": ["C", "C", "O", "N", "C", "C", "C", "C", "C", "S", "O", "O", "C", "C", "C", "O", "N", "C", "C", "N", "C", "C", "C", "C", "C", "C", "F", "C", "C", "C", "C", "C", "H", "H", "H", "H", "H", "H", "H", "H", "H", "H", "H", "H", "H", "H", "H", "H", "H", "H", "H", "H", "H", "H", "H", "H", "H", "H"],
  "xyz": [[-3.1895, -3.2118, -5.5467], [-3.5033, -2.7355, -4.1481], [-4.4237, -3.1817, -3.4983], [-2.6690, -1.7636, -3.6669], [-1.5319, -1.2133, -4.4024], [-0.8837, -0.1725, -3.4725], [-1.7389, -0.2297, -2.2439], [-1.6292, 0.4815, -1.0718], [-2.5554, 0.2484, -0.0653], [-2.3966, 1.1849, 1.4673], [-1.0637, 1.7387, 1.4781], [-3.5015, 2.0972, 1.5674], [-2.5229, -0.0606, 2.7933], [-1.2596, -0.8946, 2.7410], [-0.1396, -0.0850, 3.4028], [-0.3816, 0.5736, 4.3960], [1.1156, -0.1869, 2.9104], [1.5349, -0.8423, 1.6934], [1.7026, 0.2102, 0.5827], [2.6962, 1.1833, 0.9829], [4.0318, 1.0068, 0.6800], [5.0617, 1.2748, 1.5934], [6.3952, 1.1610, 1.2513], [6.7715, 0.7640, -0.0189], [5.7841, 0.4991, -0.9516], [4.4578, 0.6313, -0.6044], [3.5456, 0.3932, -1.5915], [2.2853, 1.8189, 2.2173], [2.0979, 0.7924, 3.3448], [-3.5916, -0.6495, -0.2422], [-3.7098, -1.3736, -1.4200], [-2.7661, -1.1629, -2.4149], [-2.1904, -3.6395, -5.5938], [-3.9159, -3.9724, -5.8189], [-3.2507, -2.3896, -6.2561], [-0.8304, -2.0136, -4.6550], [-1.8779, -0.7553, -5.3332], [-0.8967, 0.8262, -3.9103], [0.1540, -0.4183, -3.2435], [-0.8569, 1.2180, -0.9224], [-3.4307, -0.6287, 2.6226], [-2.5869, 0.4891, 3.7307], [-1.0463, -1.1404, 1.7021], [-1.3856, -1.8197, 3.3099], [0.8347, -1.6186, 1.3926], [2.5040, -1.3187, 1.8903], [1.9675, -0.2753, -0.3518], [0.7527, 0.7379, 0.4667], [4.8162, 1.5728, 2.5995], [7.1479, 1.3768, 1.9947], [7.8117, 0.6677, -0.2850], [6.0265, 0.2051, -1.9611], [2.9945, 2.5958, 2.4986], [1.3116, 2.2846, 2.0292], [1.7186, 1.2754, 4.2450], [3.0357, 0.2739, 3.5685], [-4.3258, -0.7787, 0.5369], [-4.5109, -2.0780, -1.5650]],
  "forces_ev_per_angstrom": [[-0.2, -0.1, 0.1], [0.1, -0.1, -0.3], [-0.2, -0.1, 0.1], [0.0, 0.0, 0.1], [0.3, 0.0, -0.5], [0.1, 0.1, 0.0], [-0.3, -0.1, 0.1], [0.1, 0.0, 0.0], [0.1, 0.2, 0.7], [-0.6, 0.0, -0.1], [0.2, -0.2, 0.0], [-0.3, -0.2, 0.1], [0.2, 0.4, -0.7], [0.2, 0.2, 0.1], [0.0, -0.5, 0.0], [-0.3, 0.2, 0.2], [0.3, 0.0, 0.1], [-0.1, 0.0, -0.5], [-0.1, -0.6, 0.0], [-0.2, 0.3, -0.3], [0.3, 0.0, -0.2], [-0.1, 0.0, 0.0], [0.2, 0.0, -0.1], [0.0, 0.0, 0.1], [-0.1, 0.0, 0.1], [0.1, -0.1, -0.1], [0.1, 0.1, 0.2], [0.0, 0.0, 0.3], [0.1, 0.4, 0.2], [0.0, 0.0, 0.0], [-0.2, -0.1, 0.0], [0.1, 0.3, 0.5], [0.1, 0.0, -0.1], [0.0, 0.0, 0.0], [0.1, 0.1, -0.1], [-0.1, 0.1, 0.0], [0.1, -0.1, 0.1], [0.0, 0.0, 0.0], [0.0, 0.0, -0.1], [0.2, 0.1, 0.0], [-0.1, 0.0, 0.0], [0.0, 0.1, -0.1], [0.1, -0.2, 0.1], [0.0, 0.0, -0.1], [0.0, 0.0, 0.0], [-0.1, 0.0, -0.1], [0.0, 0.1, 0.0], [0.1, -0.1, -0.1], [-0.1, 0.0, 0.1], [0.1, 0.0, 0.1], [0.1, 0.0, 0.0], [0.0, 0.0, -0.1], [0.0, 0.0, 0.0], [0.1, 0.0, 0.1], [0.1, -0.1, -0.1], [0.0, 0.1, 0.0], [-0.1, -0.1, 0.1], [0.0, 0.0, 0.0]],
  "mulliken_charge": [-1.338, 0.872, -0.628, 0.146, -0.850, -0.491, 0.662, -0.425, -0.054, 1.307, -0.515, -0.787, -1.083, -0.266, 0.800, -0.703, 0.064, -1.163, -0.402, 0.060, 0.767, -0.382, -0.943, -0.407, -0.679, 0.529, -0.299, -1.162, -0.790, -0.422, -1.486, 0.039, 0.326, 0.357, 0.324, 0.355, 0.332, 0.345, 0.210, 0.652, 0.461, 0.524, 0.141, 0.347, 0.432, 0.440, 0.533, 0.046, 0.251, 0.386, 0.380, 0.420, 0.647, 0.349, 0.413, 0.376, 0.441, 0.543],
  "de_lowest_kj_mol": 76.2,
  "charge": 0,
  "homo_energy_ha": -0.2849,
  "smiles": "CC(=O)N1CCc2cc(S(=O)(=O)CCC(=O)N3CCN(c4ccccc4F)CC3)ccc21"
}

(2)
{
  "formula": "C5H6ClN",
  "method": "ωB97M-V/def2-TZVPD",
  "species": ["Cl", "C", "C", "C", "C", "N", "C", "H", "H", "H", "H", "H", "H"],
  "xyz": [[1.6516, 0.5267, -2.0679], [0.7042, 0.8123, -0.5547], [1.2943, 0.0968, 0.6253], [0.3560, -0.5356, 1.3106], [-0.9628, -0.4949, 0.5533], [-0.8728, -1.0974, -0.8072], [-0.7037, 0.3280, -0.6392], [0.7532, 1.8721, -0.4250], [2.3891, 0.1671, 0.8485], [0.5728, -1.0266, 2.2581], [-1.9328, -0.4739, 1.0295], [-1.8022, -1.2387, -1.1568], [-1.4469, 1.0641, -0.9745]],
  "forces_ev_per_angstrom": [[-0.1, 0.0, 0.0], [0.9, -0.5, -0.6], [1.1, 0.4, 0.0], [-0.2, -0.5, 0.1], [0.4, -0.1, 0.4], [0.5, 0.0, 0.4], [-0.6, 1.3, 0.0], [-0.1, 0.7, 0.1], [-1.3, -0.1, -0.1], [-0.4, -0.1, -0.3], [0.1, 0.0, 0.2], [-0.5, -0.3, -0.2], [0.2, -0.6, -0.1]],
  "mulliken_charge": [-0.233, -0.096, -0.417, -0.701, 0.047, -0.584, -0.229, 0.360, 0.339, 0.388, 0.461, 0.255, 0.410],
  "de_lowest_kj_mol": 146.0,
  "charge": 0,
  "homo_energy_ha": -0.3481,
  "smiles": "Cl[C@@H]1C=C[C@@H]2N[C@H]12"
}